The following is a DFT calculation (ωB97M-V/def2-TZVPD) of C33H34N6O2SSc as an isolated structure.

multiplicity = 1
energy relative to the best compared isomer or geometry (same formula, charge and spin) = 1.0683 eV
calculated total energy = -79350.0024 eV
HOMO level = -2.022 eV
molecular weight = 623.7 g/mol
total charge = -1
orbital gap = 4.26 eV
E_LUMO = 2.24 eV

CARTESIAN COORDINATES (ANGSTROEM)
Sc1 -0.260 -0.519 -0.803
O1 -1.663 0.895 -0.422
C1 -2.584 1.409 -1.186
C2 -3.887 1.637 -0.692
C3 -4.863 2.197 -1.484
C4 -4.592 2.589 -2.802
C5 -3.319 2.397 -3.293
C6 -2.321 1.794 -2.522
C7 -0.998 1.652 -3.085
N1 -0.076 0.891 -2.644
C8 1.243 0.979 -3.256
C9 2.237 1.165 -2.120
N2 1.999 0.069 -1.182
C10 3.022 -0.549 -0.730
C11 2.996 -1.729 0.107
C12 4.147 -2.065 0.830
C13 4.198 -3.190 1.622
C14 3.074 -4.028 1.661
C15 1.945 -3.740 0.930
C16 1.859 -2.573 0.133
O2 0.790 -2.320 -0.551
H1 -4.088 1.343 0.330
H2 -5.856 2.347 -1.078
H3 -5.361 3.042 -3.413
H4 -3.077 2.707 -4.305
H5 -0.787 2.277 -3.960
H6 1.306 1.807 -3.969
H7 1.451 0.042 -3.782
H8 2.041 2.121 -1.617
H9 3.267 1.161 -2.489
H10 4.017 -0.171 -0.990
H11 5.003 -1.401 0.769
H12 5.085 -3.426 2.194
H13 3.096 -4.922 2.274
H14 1.080 -4.391 0.948
C17 -5.469 -4.222 -0.595
C18 -5.414 -2.839 -1.232
N3 -4.200 -2.612 -1.992
C19 -3.033 -2.209 -1.429
S1 -1.766 -1.763 -2.520
N4 -3.003 -2.222 -0.111
N5 -1.855 -1.726 0.419
C20 -1.714 -1.812 1.692
C21 -2.705 -2.475 2.600
C22 -0.516 -1.172 2.269
C23 -0.169 -1.359 3.600
C24 0.931 -0.698 4.124
C25 1.653 0.149 3.308
C26 1.257 0.273 1.984
N6 0.213 -0.371 1.469
H15 -6.394 -4.344 -0.028
H16 -5.424 -5.000 -1.359
H17 -4.622 -4.347 0.078
H18 -6.253 -2.708 -1.919
H19 -5.492 -2.071 -0.459
H20 -4.258 -2.477 -2.985
H21 -3.616 -2.674 2.046
H22 -2.312 -3.423 2.978
H23 -2.925 -1.839 3.459
H24 -0.759 -2.022 4.217
H25 1.210 -0.842 5.160
H26 2.506 0.714 3.656
H27 1.800 0.934 1.328
C27 1.473 3.473 0.347
C28 2.805 3.779 0.598
C29 3.286 5.115 0.827
C30 4.610 5.395 1.065
C31 5.590 4.394 1.108
C32 5.164 3.083 0.895
C33 3.840 2.778 0.648
H28 1.195 2.430 0.261
H29 0.691 4.219 0.333
H30 2.562 5.925 0.812
H31 4.902 6.429 1.230
H32 6.630 4.627 1.299
H33 5.889 2.273 0.919
H34 3.573 1.740 0.477

---

The following is a DFT calculation (ωB97M-V/def2-TZVPD) of C33H35AlBrCl5F2IN2NaO13 as an isolated structure in a non-equilibrium geometry.

multiplicity = 1
energy relative to the best compared isomer or geometry (same formula, charge and spin) = 1.4253 eV
calculated total energy = -221574.7349 eV
HOMO level = -6.815 eV
molecular weight = 1139.7 g/mol
total charge = 0
orbital gap = 1.07 eV
E_LUMO = -5.75 eV

CARTESIAN COORDINATES (ANGSTROEM)
C1 -3.034 -0.517 -6.573
C2 -1.913 -0.941 -6.442
C3 -0.641 -1.559 -5.916
C4 -0.245 -0.797 -4.656
C5 0.717 0.146 -4.617
C6 1.520 0.554 -5.857
C7 0.648 1.626 -6.630
C8 0.419 1.276 -8.128
C9 -0.781 2.125 -8.588
O1 -1.868 1.671 -8.799
O2 -0.590 3.485 -8.754
C10 1.010 0.873 -3.307
O3 2.119 1.180 -2.978
C11 -0.230 1.143 -2.450
C12 -1.246 0.139 -2.490
C13 -2.422 0.329 -1.757
C14 -2.538 1.528 -1.012
Cl1 -4.054 1.778 -0.114
C15 -1.569 2.530 -0.949
C16 -1.720 3.840 -0.172
C17 -2.276 3.652 1.277
C18 -1.311 4.265 2.342
I1 -4.120 4.860 1.381
C19 -0.377 2.311 -1.698
F1 0.598 3.197 -1.704
C20 -1.005 -1.089 -3.367
O4 -1.348 -2.192 -3.055
H1 -3.869 0.071 -6.906
H2 -0.846 -2.612 -5.688
H3 0.110 -1.489 -6.708
H4 2.442 1.076 -5.575
H5 1.783 -0.305 -6.486
H6 -0.356 1.651 -6.165
H7 1.047 2.640 -6.492
H8 1.272 1.627 -8.726
H9 0.142 0.235 -8.304
H10 -1.256 3.929 -8.220
H11 -3.211 -0.418 -1.803
H12 -2.350 4.500 -0.788
H13 -0.734 4.320 -0.129
H14 -2.509 2.615 1.521
H15 -0.660 5.032 1.904
H16 -1.901 4.771 3.115
H17 -0.782 3.419 2.783
C21 -0.924 3.344 5.865
O5 -1.227 2.643 6.865
O6 -0.910 2.594 4.668
O7 -0.657 4.543 5.772
H18 -1.157 1.755 5.098
Na1 -6.511 1.726 0.888
C22 -1.992 4.162 9.927
C23 -2.886 3.633 11.027
O8 -3.111 2.396 11.088
O9 -3.352 4.488 11.847
H19 -1.641 3.361 9.282
H20 -2.539 4.881 9.317
H21 -1.127 4.659 10.366
C24 -3.628 0.340 6.788
Cl2 -4.785 1.380 5.940
Cl3 -2.311 -0.157 5.728
H22 -3.207 0.893 7.623
H23 -4.147 -0.544 7.140
Al1 -3.284 2.966 13.304
Cl4 5.537 -1.922 -3.623
C25 3.780 -1.946 -3.440
C26 3.156 -2.942 -4.377
Cl5 3.333 -2.357 -6.050
H24 3.409 -0.933 -3.588
H25 3.510 -2.280 -2.303
H26 2.088 -3.042 -4.171
H27 3.606 -3.930 -4.293
C27 -0.050 0.540 10.878
N1 0.305 1.957 10.611
O10 0.473 2.276 9.460
O11 0.397 2.691 11.581
H28 -0.098 0.014 9.931
H29 0.724 0.124 11.517
H30 -1.016 0.536 11.375
Br1 4.089 -1.673 -0.948
C28 4.303 -5.524 -1.309
C29 2.976 -5.597 -1.713
C30 2.425 -6.819 -2.069
C31 3.213 -7.955 -2.010
C32 4.539 -7.895 -1.615
C33 5.085 -6.670 -1.263
N2 2.626 -9.254 -2.363
O12 1.467 -9.267 -2.723
O13 3.333 -10.235 -2.271
H31 4.729 -4.569 -1.026
H32 2.368 -4.702 -1.748
H33 1.393 -6.872 -2.383
H34 5.150 -8.786 -1.576
H35 6.119 -6.610 -0.950
F2 4.366 -1.899 -8.390

---

The following is a DFT calculation (ωB97M-V/def2-TZVPD) of C33H35N3O2PdS6Sb as an isolated structure in a non-equilibrium geometry.

multiplicity = 1
energy relative to the best compared isomer or geometry (same formula, charge and spin) = 3.0423 eV
calculated total energy = -118374.9777 eV
HOMO level (alpha / beta) = -10.026 / -10.024 eV
molecular weight = 926.2 g/mol
total charge = +1
orbital gap (alpha / beta) = 5.32 / 5.30 eV
E_LUMO (alpha / beta) = -4.70 / -4.72 eV

CARTESIAN COORDINATES (ANGSTROEM)
Pd1 1.621 0.691 -0.164
C1 -0.617 2.716 3.105
C2 0.540 1.835 3.556
S1 1.579 0.942 2.305
C3 3.036 2.037 2.105
C4 2.764 3.401 1.507
S2 2.061 3.379 -0.188
C5 0.228 3.364 0.062
C6 -0.342 4.512 0.865
S3 -0.140 4.430 2.687
H1 -1.298 2.822 3.952
H2 -1.159 2.288 2.265
H3 0.118 1.009 4.129
H4 1.227 2.390 4.193
H5 3.722 1.454 1.474
H6 3.511 2.142 3.083
H7 3.713 3.927 1.400
H8 2.102 3.996 2.133
H9 -0.061 2.386 0.474
H10 -0.146 3.428 -0.965
H11 -1.414 4.598 0.675
H12 0.131 5.453 0.588
N1 6.516 -6.715 0.332
C7 5.929 -5.510 0.586
C8 6.697 -4.339 0.670
C9 6.095 -3.127 0.940
C10 4.721 -3.072 1.105
C11 3.939 -4.209 0.990
C12 4.535 -5.421 0.726
S4 3.893 -1.551 1.495
O1 4.837 -0.488 1.752
O2 2.871 -1.766 2.476
N2 3.095 -1.136 0.092
C13 3.760 -0.539 -0.867
S5 5.491 -0.660 -1.141
C14 5.301 0.362 -2.515
C15 4.007 0.748 -2.670
N3 3.151 0.249 -1.755
H13 7.511 -6.794 0.454
H14 5.987 -7.551 0.517
H15 7.767 -4.407 0.544
H16 6.677 -2.227 1.049
H17 2.876 -4.109 1.133
H18 3.938 -6.316 0.646
H19 6.140 0.596 -3.135
H20 3.635 1.390 -3.449
S6 -0.421 -0.454 -0.995
Sb1 -2.682 0.082 -1.181
C16 -3.301 1.695 -2.512
C17 -3.793 1.390 -3.770
C18 -4.359 2.389 -4.547
C19 -4.419 3.690 -4.078
C20 -3.848 4.005 -2.857
C21 -3.287 3.010 -2.074
C22 -3.684 0.494 0.693
C23 -3.591 1.732 1.306
C24 -4.226 1.955 2.517
C25 -4.946 0.936 3.117
C26 -5.028 -0.304 2.509
C27 -4.400 -0.527 1.294
C28 -3.529 -1.816 -1.749
C29 -4.560 -1.953 -2.664
C30 -5.092 -3.208 -2.917
C31 -4.617 -4.316 -2.235
C32 -3.593 -4.175 -1.313
C33 -3.036 -2.928 -1.081
H21 -3.734 0.380 -4.153
H22 -4.761 2.143 -5.518
H23 -4.900 4.460 -4.662
H24 -3.846 5.025 -2.507
H25 -2.840 3.265 -1.123
H26 -3.041 2.538 0.840
H27 -4.158 2.924 2.990
H28 -5.448 1.114 4.056
H29 -5.581 -1.106 2.973
H30 -4.479 -1.491 0.812
H31 -4.970 -1.097 -3.179
H32 -5.885 -3.318 -3.642
H33 -5.050 -5.287 -2.417
H34 -3.229 -5.033 -0.767
H35 -2.219 -2.818 -0.378